DFT (wB97M-V/def2-TZVPD) results for a structure of composition C24H20Cl5N4O2PdS2.

Structure (XYZ):
```
58
C24H20Cl5N4O2PdS2 (wB97M-V/def2-TZVPD)
Pd -0.209 -0.753 1.102
Cl -3.572 -0.999 0.536
C -2.567 -1.560 -0.777
C -1.191 -1.633 -0.582
C -0.491 -2.209 -1.632
Cl 1.227 -2.477 -1.422
C -1.068 -2.601 -2.837
Cl -0.113 -3.262 -4.120
C -2.439 -2.448 -3.006
Cl -3.190 -2.897 -4.496
C -3.200 -1.939 -1.956
Cl -4.912 -1.779 -2.151
C -1.560 -2.304 3.259
N -0.401 -2.447 2.363
C -0.497 -3.733 1.664
C 0.851 -2.404 3.165
C 1.049 -1.002 3.661
C 1.601 -0.710 4.900
C 1.740 0.616 5.291
C 1.309 1.624 4.440
C 0.750 1.319 3.202
C 0.615 -0.002 2.781
H -1.578 -3.136 3.976
H -2.471 -2.311 2.667
H -1.491 -1.362 3.797
H -0.474 -4.557 2.390
H 0.333 -3.833 0.969
H -1.430 -3.772 1.105
H 1.662 -2.692 2.493
H 0.794 -3.144 3.976
H 1.920 -1.510 5.561
H 2.174 0.858 6.253
H 1.412 2.661 4.739
H 0.434 2.131 2.559
N 1.943 2.456 -6.061
C 1.892 2.242 -4.676
C 2.109 0.968 -4.151
C 2.083 0.761 -2.785
C 1.842 1.822 -1.923
C 1.657 3.098 -2.433
C 1.681 3.306 -3.803
S 1.732 1.515 -0.180
O 1.978 2.795 0.449
O 2.593 0.405 0.116
N 0.211 1.034 0.060
C -0.808 1.931 -0.132
S -0.687 3.664 0.172
C -2.353 3.829 -0.234
C -2.863 2.620 -0.560
N -1.999 1.561 -0.508
H 1.716 1.639 -6.605
H 1.411 3.255 -6.368
H 2.292 0.135 -4.820
H 2.253 -0.223 -2.375
H 1.499 3.925 -1.755
H 1.534 4.304 -4.200
H -2.843 4.789 -0.240
H -3.886 2.438 -0.859
```

Total charge ... -1
E_HOMO ... -4.959 eV
Gap between HOMO and LUMO ... 0.274 Ha

DFT (wB97M-V/def2-TZVPD) results for a structure of composition C24H20ClGaNO2S5.

Structure (XYZ):
```
54
C24H20ClGaNO2S5 (wB97M-V/def2-TZVPD)
Ga 0.414 1.195 -0.115
S 2.626 0.838 0.625
S 3.605 1.560 -1.028
S 3.077 3.547 -0.962
S 1.038 3.452 -1.134
C 4.386 -4.639 3.241
C 2.859 -4.481 3.162
C 2.190 -5.783 3.628
C 2.451 -3.354 4.114
C 2.452 -4.188 1.717
C 2.847 -5.072 0.696
C 2.542 -4.844 -0.631
C 1.817 -3.701 -0.956
S 1.331 -3.087 -2.499
C 0.579 -1.711 -1.697
N 0.686 -1.718 -0.414
C 1.395 -2.819 0.040
C 1.711 -3.070 1.377
C -0.108 -0.649 -2.458
C -0.484 -0.897 -3.780
C -1.250 0.021 -4.474
C -1.648 1.192 -3.841
C -1.230 1.459 -2.547
C -0.434 0.566 -1.834
H 4.695 -4.792 4.280
H 4.883 -3.742 2.860
H 4.734 -5.495 2.658
H 2.432 -5.980 4.678
H 2.530 -6.637 3.035
H 1.103 -5.713 3.531
H 2.833 -3.570 5.116
H 1.364 -3.260 4.182
H 2.863 -2.395 3.791
H 3.415 -5.961 0.948
H 2.866 -5.539 -1.398
H 1.364 -2.347 2.103
H -0.187 -1.826 -4.258
H -1.547 -0.178 -5.496
H -2.266 1.907 -4.373
H -1.503 2.400 -2.083
Cl -1.805 4.966 5.711
C -1.589 4.117 4.197
C -2.145 4.653 3.020
C -1.991 4.013 1.822
C -1.259 2.797 1.723
O -1.124 2.220 0.588
C -0.723 2.271 2.930
C -0.030 1.021 2.920
O 0.177 0.318 1.931
C -0.890 2.948 4.154
H -2.693 5.587 3.077
H -2.401 4.428 0.910
H 0.329 0.655 3.896
H -0.463 2.528 5.059
```

Total charge ... -1
E_HOMO ... -3.912 eV
Gap between HOMO and LUMO ... 0.230 Ha

DFT (wB97M-V/def2-TZVPD) results for a structure of composition C24H20ClN3PV.

Structure (XYZ):
```
50
C24H20ClN3PV (wB97M-V/def2-TZVPD)
V -1.304 0.410 0.025
N -2.020 5.374 1.324
P 0.801 0.916 0.448
C 2.032 1.697 -0.582
C 3.305 2.026 -0.104
C 4.243 2.586 -0.955
C 3.927 2.818 -2.286
C 2.673 2.479 -2.776
C 1.733 1.915 -1.932
C 1.301 1.093 2.156
C 1.164 0.006 3.020
C 1.459 0.146 4.367
C 1.868 1.376 4.861
C 1.989 2.467 4.009
C 1.714 2.329 2.660
C -1.283 2.441 -0.782
C -2.399 1.794 -1.222
C -3.370 0.851 -0.766
C -3.643 0.281 0.489
C -2.832 0.297 1.639
N -1.671 0.952 1.656
H -2.188 5.372 0.310
H 3.566 1.837 0.928
H 5.224 2.839 -0.578
H 4.663 3.257 -2.946
H 2.430 2.652 -3.816
H 0.759 1.649 -2.320
H 0.836 -0.952 2.635
H 1.364 -0.703 5.031
H 2.091 1.488 5.913
H 2.294 3.429 4.399
H 1.798 3.184 2.000
H -2.392 1.907 -2.315
H -4.008 0.478 -1.556
H -4.467 -0.421 0.486
H -3.152 -0.301 2.491
Cl -1.720 3.769 1.653
N -1.346 -1.500 -0.886
C -1.329 -2.577 -1.282
C -1.307 -3.921 -1.767
C -1.216 -4.974 -0.857
C -1.198 -6.271 -1.334
C -1.266 -6.511 -2.700
C -1.354 -5.457 -3.602
C -1.377 -4.154 -3.142
H -1.162 -4.772 0.205
H -1.129 -7.097 -0.639
H -1.250 -7.528 -3.066
H -1.406 -5.654 -4.663
H -1.446 -3.323 -3.831
```

2S+1 ... 2
Total charge ... +1
E_HOMO (spin up / spin down) ... -10.548 / -10.554 eV
Gap between HOMO and LUMO (spin up / spin down) ... 0.237 / 0.237 Ha

DFT (wB97M-V/def2-TZVPD) results for a structure of composition C24H20INO2PRe in a non-equilibrium geometry.

Structure (XYZ):
```
50
C24H20INO2PRe (wB97M-V/def2-TZVPD)
Re 1.189 -1.113 -1.917
N 1.973 -3.110 -2.019
C 3.341 -2.798 -1.664
C 3.651 -1.516 -2.371
O 4.633 -0.790 -2.102
O 2.669 -1.215 -3.188
H 1.435 -3.844 -1.593
H 1.899 -3.070 -3.042
H 4.101 -3.567 -1.949
H 3.471 -2.640 -0.575
I -0.796 -0.812 -3.366
C -2.574 -0.431 -1.839
C -3.694 -0.645 -2.588
C -4.975 -0.463 -2.055
C -5.099 -0.052 -0.762
C -3.988 0.093 0.076
C -4.160 0.391 1.440
C -3.091 0.518 2.304
C -1.785 0.460 1.782
C -1.567 0.173 0.430
P 0.173 0.252 -0.086
C 0.604 1.977 -0.237
C 0.960 2.517 -1.470
C 1.520 3.788 -1.555
C 1.692 4.564 -0.450
C 1.238 4.106 0.791
C 0.669 2.847 0.893
C 0.905 -0.504 1.362
C 0.389 -1.759 1.763
C 0.972 -2.437 2.828
C 2.095 -1.922 3.465
C 2.615 -0.694 3.058
C 2.069 -0.011 1.976
C -2.651 -0.049 -0.473
H -3.604 -1.065 -3.585
H -5.876 -0.607 -2.641
H -6.117 0.146 -0.346
H -5.153 0.600 1.804
H -3.227 0.604 3.370
H -0.932 0.537 2.460
H 0.722 1.980 -2.386
H 1.840 4.145 -2.538
H 2.198 5.519 -0.506
H 1.303 4.726 1.680
H 0.375 2.487 1.888
H -0.442 -2.195 1.164
H 0.561 -3.371 3.183
H 2.550 -2.441 4.291
H 3.382 -0.240 3.636
H 2.537 0.931 1.659
```

2S+1 ... 4
Total charge ... +3
E_HOMO (spin up / spin down) ... -17.465 / -17.457 eV
Gap between HOMO and LUMO (spin up / spin down) ... 0.172 / 0.165 Ha

DFT (wB97M-V/def2-TZVPD) results for a structure of composition C24H20N3O3Sm in a non-equilibrium geometry.

Structure (XYZ):
```
51
C24H20N3O3Sm (wB97M-V/def2-TZVPD)
Sm 0.092 1.154 0.844
C 0.404 3.651 -1.234
C -0.784 2.866 -1.809
C -1.587 3.345 -2.889
C -2.679 2.714 -3.331
C -3.020 1.489 -2.757
C -2.318 1.100 -1.608
N -1.200 1.763 -1.160
C -2.641 -0.054 -0.714
C -3.645 -1.001 -1.020
C -3.905 -2.040 -0.180
C -3.286 -2.043 1.020
C -2.329 -1.081 1.367
N -1.950 -0.181 0.452
C -1.638 -1.086 2.679
C -2.002 -1.962 3.686
C -1.316 -1.841 4.881
C -0.227 -0.998 4.990
C 0.155 -0.197 3.901
C 1.322 0.706 3.927
N -0.562 -0.282 2.753
H 0.241 4.689 -0.894
H 1.192 3.642 -1.964
H 0.758 3.168 -0.321
H -1.320 4.202 -3.483
H -3.408 3.236 -3.943
H -3.928 0.899 -2.989
H -4.192 -0.926 -2.011
H -4.669 -2.743 -0.455
H -3.563 -2.814 1.702
H -2.800 -2.653 3.616
H -1.634 -2.447 5.803
H 0.241 -0.862 5.915
H 1.747 0.782 4.929
H 1.079 1.795 3.720
H 2.039 0.435 3.152
O 1.725 -2.648 -1.592
C 2.846 -1.942 -1.792
C 3.807 -2.547 -2.606
C 4.897 -1.777 -2.949
C 5.081 -0.479 -2.508
C 4.143 0.093 -1.703
C 3.043 -0.666 -1.242
C 2.068 -0.040 -0.388
O 2.197 1.188 0.013
O 1.011 -0.689 -0.005
H 1.078 -2.176 -1.097
H 3.629 -3.562 -2.999
H 5.658 -2.363 -3.495
H 5.853 0.139 -2.847
H 4.298 1.044 -1.367
```

2S+1 ... 6
Total charge ... +2
E_HOMO (spin up / spin down) ... -13.464 / -13.465 eV
Gap between HOMO and LUMO (spin up / spin down) ... 0.229 / 0.247 Ha